Record 1
Entry from OMol25: a structure of composition C51H41N7S3Zn at a distorted geometry (ωB97M-V/def2-TZVPD).

The geometry in XYZ format:
```
103
Properties=species:S:1:pos:R:3:forces:R:3:lowdin_charge:R:1
Zn 0.073 -2.389 0.835 -0.29 -0.93 0.13 0.4916
C -2.622 -1.576 4.267 0.09 -0.03 -0.01 -0.0267
C -1.765 -1.781 5.338 -0.03 -0.01 -0.23 -0.0260
C -0.496 -2.278 5.091 0.05 -0.05 -0.30 0.0194
C -0.127 -2.562 3.778 -0.55 0.23 0.53 -0.1900
N -0.948 -2.319 2.751 0.10 -0.14 0.29 0.0616
C -2.161 -1.846 2.986 -0.28 0.10 0.15 -0.1078
C 1.162 -3.171 3.415 0.68 -0.34 0.18 -0.1797
C 2.152 -3.545 4.321 -0.13 0.06 -0.22 0.0288
C 3.322 -4.099 3.825 -0.13 0.03 -0.11 -0.0114
C 3.487 -4.262 2.459 -0.20 0.10 -0.11 0.0305
C 2.443 -3.880 1.616 0.30 -0.15 0.69 -0.1784
N 1.324 -3.373 2.115 0.38 -0.32 0.42 0.0791
C 2.444 -4.009 0.150 0.33 -0.23 -0.69 -0.1880
C 3.516 -4.525 -0.577 -0.21 0.10 0.15 0.0198
C 3.400 -4.644 -1.953 -0.21 0.10 0.08 -0.0251
C 2.214 -4.259 -2.557 0.05 0.00 0.10 -0.0232
C 1.199 -3.750 -1.760 0.01 -0.11 -0.36 -0.1062
N 1.315 -3.612 -0.450 0.28 -0.26 0.08 0.0660
H -3.627 -1.219 4.422 -0.11 0.06 -0.03 0.1139
H -2.082 -1.575 6.349 -0.03 0.03 0.06 0.1212
H 0.183 -2.444 5.909 0.10 -0.07 0.08 0.1129
H -2.782 -1.691 2.112 -0.04 0.04 -0.05 0.1068
H 2.023 -3.421 5.383 -0.04 0.04 0.10 0.1143
H 4.101 -4.409 4.504 0.08 -0.01 0.05 0.1233
H 4.402 -4.681 2.073 0.04 -0.04 -0.07 0.1150
H 4.428 -4.833 -0.092 0.01 -0.01 0.10 0.1139
H 4.216 -5.042 -2.536 0.06 -0.03 -0.05 0.1210
H 2.074 -4.353 -3.621 -0.05 -0.02 -0.12 0.1142
H 0.252 -3.450 -2.184 -0.08 0.06 -0.03 0.1038
N 1.119 -0.845 0.909 1.06 2.27 0.00 -0.2831
S 1.478 0.535 0.613 -0.15 -0.96 0.52 0.8028
N 0.960 1.218 -0.813 0.18 0.21 -0.12 -0.3477
S -0.517 1.685 -0.960 0.06 0.24 0.03 0.8890
N -1.665 0.767 -0.472 -0.27 0.12 -0.05 -0.3463
S -1.944 -0.791 -0.987 0.11 -0.86 0.04 0.8056
N -1.353 -1.930 -0.284 -1.39 0.89 -1.39 -0.2999
C -1.553 -0.729 -2.752 -0.30 -0.13 0.44 -0.3068
C -2.527 -0.534 -3.712 -0.12 -0.04 -0.02 -0.0525
C -2.160 -0.520 -5.048 0.02 -0.04 0.05 -0.0424
C -0.832 -0.695 -5.405 0.02 -0.04 -0.02 -0.0507
C 0.138 -0.878 -4.431 -0.09 -0.15 0.10 -0.0621
C -0.224 -0.899 -3.096 0.08 -0.24 0.13 -0.1150
C -3.738 -0.878 -0.903 0.39 0.40 -0.12 -0.3305
C -4.526 0.199 -0.544 0.11 0.14 -0.02 -0.0698
C -5.898 0.022 -0.440 -0.02 -0.01 0.03 -0.0531
C -6.461 -1.215 -0.710 0.02 0.06 0.02 -0.0488
C -5.661 -2.283 -1.088 0.08 0.02 0.01 -0.0455
C -4.290 -2.119 -1.180 0.18 -0.06 -0.02 -0.0680
C -0.692 2.173 -2.678 0.31 0.04 0.16 -0.3132
C 0.391 2.156 -3.536 0.13 0.05 0.15 -0.0705
C 0.215 2.558 -4.849 -0.04 0.08 0.03 -0.0473
C -1.031 2.979 -5.286 0.09 0.03 0.06 -0.0430
C -2.106 3.012 -4.409 0.01 0.01 0.13 -0.0440
C -1.939 2.609 -3.095 -0.09 0.05 0.16 -0.0575
C -0.748 3.241 -0.101 -0.24 -0.11 -0.11 -0.3098
C -1.775 3.451 0.799 -0.09 -0.19 -0.11 -0.0604
C -1.852 4.673 1.449 0.01 0.06 -0.09 -0.0505
C -0.917 5.662 1.190 -0.09 -0.04 -0.06 -0.0479
C 0.095 5.445 0.266 -0.03 -0.09 -0.12 -0.0468
C 0.181 4.228 -0.386 0.06 0.00 -0.14 -0.0658
C 3.263 0.709 0.513 -0.37 0.35 -0.13 -0.3155
C 3.939 0.910 -0.675 -0.20 0.09 -0.10 -0.0605
C 5.326 0.923 -0.665 0.03 -0.07 -0.02 -0.0544
C 6.016 0.738 0.522 0.00 0.02 -0.06 -0.0535
C 5.326 0.524 1.706 -0.10 -0.04 -0.01 -0.0516
C 3.943 0.499 1.702 -0.14 -0.03 0.10 -0.0739
C 0.970 1.710 1.886 0.39 -0.21 -0.28 -0.3205
C -0.141 1.394 2.645 0.03 -0.30 0.00 -0.0761
C -0.561 2.279 3.624 0.09 -0.09 0.00 -0.0600
C 0.141 3.455 3.837 -0.01 -0.08 0.07 -0.0566
C 1.258 3.754 3.075 0.06 -0.05 -0.02 -0.0477
C 1.676 2.880 2.085 0.08 0.08 0.05 -0.0651
H -3.559 -0.402 -3.427 -0.14 0.03 0.00 0.1183
H -2.913 -0.380 -5.808 -0.06 0.02 -0.07 0.1204
H -0.551 -0.687 -6.446 0.02 0.00 -0.12 0.1183
H 1.173 -1.007 -4.710 0.11 -0.01 -0.03 0.1190
H 0.506 -1.032 -2.310 0.18 -0.06 0.03 0.0947
H -4.059 1.151 -0.345 -0.06 0.12 0.04 0.0883
H -6.525 0.848 -0.142 -0.05 0.08 0.01 0.1139
H -7.528 -1.350 -0.622 -0.10 0.00 -0.01 0.1164
H -6.101 -3.243 -1.301 -0.05 -0.12 -0.03 0.1168
H -3.638 -2.930 -1.458 0.01 -0.21 -0.01 0.1164
H 1.346 1.821 -3.165 0.16 -0.05 -0.05 0.1047
H 1.050 2.537 -5.530 0.10 0.01 -0.06 0.1200
H -1.165 3.286 -6.312 -0.02 0.04 -0.08 0.1195
H -3.073 3.348 -4.748 -0.10 0.04 -0.01 0.1198
H -2.760 2.625 -2.395 -0.21 0.02 0.03 0.1203
H -2.482 2.660 0.991 -0.09 -0.06 0.09 0.1063
H -2.640 4.848 2.164 -0.09 0.01 0.07 0.1204
H -0.976 6.605 1.710 -0.02 0.10 0.03 0.1198
H 0.818 6.218 0.061 0.08 0.08 -0.05 0.1198
H 0.963 4.026 -1.103 0.18 0.10 -0.08 0.1212
H 3.376 1.049 -1.585 0.02 0.07 -0.15 0.0964
H 5.868 1.073 -1.585 0.03 0.04 -0.09 0.1136
H 7.096 0.757 0.529 0.07 0.01 -0.02 0.1156
H 5.861 0.372 2.629 0.07 -0.01 0.12 0.1144
H 3.382 0.319 2.607 0.02 -0.01 0.18 0.1189
H -0.655 0.464 2.452 -0.09 -0.11 0.05 0.0905
H -1.431 2.049 4.220 -0.09 -0.04 0.07 0.1142
H -0.184 4.141 4.604 -0.03 0.08 0.10 0.1182
H 1.809 4.663 3.254 0.06 0.13 0.01 0.1205
H 2.545 3.096 1.482 0.10 0.10 -0.04 0.1255
```
Forces are in eV/Å.

total charge: +2
E_tot: -5324.63028 hartree
largest force on an atom: 0.049 hartree/bohr


Record 2
Entry from OMol25: a structure of composition C34H72BrF6N3O6P3Si4Y (ωB97M-V/def2-TZVPD).

The geometry in XYZ format:
```
130
Properties=species:S:1:pos:R:3:forces:R:3:lowdin_charge:R:1
Y 0.579 0.375 -0.361 0.68 -0.21 0.64 1.4666
C -1.019 3.960 3.519 -0.02 0.08 0.04 -0.0244
C -1.530 2.637 4.039 0.07 -0.18 -0.08 -0.4133
C -3.017 2.622 4.300 -0.05 0.03 0.04 -0.0281
O -1.279 1.624 3.004 0.01 0.02 -0.02 -0.1871
P -0.212 0.487 3.106 0.11 -0.10 -0.16 0.4730
O -0.244 -0.383 1.894 -0.33 0.32 -0.14 -0.3415
C 1.425 1.233 3.272 0.07 0.11 0.37 -0.1886
P 2.683 0.209 2.506 -0.18 -0.10 -0.39 0.4665
O 2.247 -0.187 1.136 0.23 -0.14 -0.05 -0.3775
O 4.029 0.973 2.389 0.07 0.04 0.09 -0.1500
C 4.803 1.787 3.338 -0.11 -0.13 -0.14 -0.3848
C 4.270 3.202 3.304 0.01 0.09 0.06 -0.0298
C 4.840 1.157 4.711 0.04 0.04 0.15 -0.0377
O 2.801 -0.981 3.511 0.03 -0.06 0.18 -0.1662
C 3.288 -2.344 3.232 -0.07 0.27 0.09 -0.3811
C 4.618 -2.300 2.515 0.09 -0.12 -0.11 -0.0324
C 2.212 -3.123 2.514 0.00 -0.12 -0.12 -0.0293
O -0.411 -0.229 4.488 0.04 -0.16 -0.14 -0.1687
C -1.637 -1.017 4.755 0.08 0.24 0.02 -0.4127
C -1.378 -2.455 4.389 -0.05 -0.16 0.04 -0.0317
C -1.954 -0.795 6.214 -0.05 -0.03 0.03 -0.0298
H -1.276 4.755 4.221 -0.01 -0.01 -0.01 0.0950
H -1.476 4.183 2.554 0.00 0.00 0.00 0.0937
H 0.065 3.963 3.401 0.00 -0.03 -0.03 0.0722
H -0.989 2.329 4.939 0.00 0.04 0.02 0.1366
H -3.564 2.899 3.397 0.03 0.00 -0.01 0.0967
H -3.262 3.337 5.087 0.00 0.00 -0.01 0.0948
H -3.349 1.634 4.618 0.00 0.01 0.00 0.0740
H 1.656 1.387 4.328 -0.03 0.09 -0.04 0.0907
H 1.428 2.197 2.757 -0.01 -0.02 -0.04 0.0793
H 5.796 1.760 2.894 0.00 0.03 0.01 0.1501
H 3.329 3.293 3.852 0.00 -0.02 -0.02 0.0752
H 4.123 3.525 2.274 0.00 0.00 0.00 0.0814
H 4.987 3.875 3.775 0.00 -0.03 0.00 0.0964
H 3.851 1.109 5.172 -0.01 0.01 -0.04 0.0780
H 5.470 1.767 5.360 0.01 -0.01 -0.03 0.0974
H 5.256 0.151 4.681 -0.01 0.00 -0.02 0.0795
H 3.422 -2.736 4.239 0.01 -0.07 -0.03 0.1473
H 4.557 -1.745 1.576 -0.06 0.01 0.01 0.0751
H 4.925 -3.319 2.275 0.02 0.01 0.05 0.0949
H 5.394 -1.851 3.134 -0.03 0.04 -0.01 0.0834
H 2.026 -2.725 1.516 0.03 0.03 0.02 0.0697
H 1.276 -3.108 3.072 0.01 0.03 0.02 0.0730
H 2.537 -4.160 2.415 -0.03 0.00 0.01 0.0966
H -2.428 -0.600 4.127 -0.01 -0.04 0.01 0.1135
H -0.566 -2.866 4.992 0.01 0.04 0.00 0.0937
H -1.131 -2.559 3.334 0.01 0.04 0.02 0.0446
H -2.276 -3.044 4.585 0.01 0.01 -0.01 0.0995
H -1.136 -1.152 6.840 0.00 0.00 -0.01 0.0937
H -2.859 -1.339 6.486 0.01 -0.01 -0.02 0.0958
H -2.120 0.262 6.421 0.02 0.00 0.01 0.0774
C 1.057 2.835 -6.490 0.01 0.00 -0.11 -0.0416
C 0.558 3.556 -5.272 0.01 0.11 0.08 -0.2455
C 0.636 4.942 -5.138 0.01 -0.09 -0.01 -0.0131
C 0.188 5.550 -3.981 -0.02 -0.05 0.04 -0.0972
C -0.328 4.726 -2.991 -0.02 0.16 0.10 -0.7565
Br -0.933 5.522 -1.368 0.01 -0.04 -0.06 0.7267
N -0.423 3.424 -3.081 -0.09 -0.12 -0.09 0.0443
C 0.010 2.860 -4.206 0.15 0.02 -0.08 -0.1241
H 1.328 3.537 -7.278 0.00 0.00 0.01 0.0785
H 0.296 2.163 -6.893 0.00 -0.01 0.02 0.0788
H 1.942 2.238 -6.263 -0.01 0.01 0.04 0.0828
H 1.051 5.543 -5.938 0.00 0.00 0.00 0.1199
H 0.235 6.619 -3.839 0.01 0.00 -0.01 0.1024
H -0.065 1.777 -4.262 -0.04 0.00 0.03 0.1037
C -1.306 1.721 -0.145 -0.42 0.09 -0.23 -0.3054
H -0.861 2.617 0.324 0.00 -0.04 -0.03 -0.0287
H -2.068 1.348 0.543 -0.01 0.05 -0.01 -0.0523
H -1.804 2.081 -1.050 0.05 0.05 0.04 -0.0473
C 0.162 -4.147 -1.786 0.01 -0.13 0.05 -0.2118
Si -1.479 -3.508 -1.151 -0.05 0.27 -0.11 0.3227
C -2.807 -4.562 -1.963 0.11 -0.14 0.05 -0.2057
C -1.509 -3.694 0.717 0.01 -0.09 0.05 -0.2181
Si -2.068 -1.267 -1.607 -0.18 0.08 0.06 0.5299
Si -3.972 -0.824 -0.256 0.21 -0.01 -0.32 0.3507
C -5.214 -2.225 -0.456 -0.03 0.03 0.14 -0.2173
C -3.559 -0.723 1.581 -0.14 0.04 0.05 -0.2154
C -4.795 0.757 -0.838 -0.09 -0.01 0.13 -0.2095
Si -2.680 -0.679 -3.825 0.14 -0.05 0.28 0.3401
C -4.296 -1.583 -4.140 -0.04 0.14 -0.13 -0.2101
C -1.460 -1.227 -5.153 -0.11 0.01 -0.04 -0.2227
C -2.954 1.172 -3.946 -0.05 -0.06 -0.09 -0.2071
H 0.165 -5.218 -1.552 0.11 0.01 -0.05 0.0395
H 1.031 -3.693 -1.308 -0.06 -0.01 0.03 0.0085
H 0.276 -4.045 -2.866 -0.03 0.02 -0.01 0.0273
H -2.628 -5.606 -1.683 -0.07 0.00 -0.04 0.0401
H -2.731 -4.497 -3.051 0.00 0.00 -0.01 0.0282
H -3.824 -4.299 -1.675 0.03 0.02 0.02 0.0093
H -1.092 -4.665 1.001 -0.03 0.01 0.04 0.0417
H -2.528 -3.638 1.106 0.00 0.01 0.00 0.0285
H -0.927 -2.912 1.212 0.04 -0.02 -0.09 -0.0072
H -4.860 -3.144 0.019 -0.01 0.00 -0.01 0.0188
H -5.479 -2.452 -1.488 0.03 0.03 -0.01 0.0170
H -6.127 -1.919 0.066 -0.01 -0.06 -0.03 0.0399
H -4.197 -1.429 2.121 0.02 0.03 0.04 0.0407
H -3.770 0.284 1.954 0.02 -0.02 0.02 0.0293
H -2.518 -0.950 1.799 0.00 -0.04 -0.07 -0.0164
H -5.269 0.629 -1.813 0.02 -0.01 -0.01 0.0194
H -4.099 1.593 -0.897 0.01 0.00 0.02 0.0178
H -5.583 1.016 -0.123 0.00 0.04 -0.05 0.0385
H -4.218 -2.666 -4.052 0.05 -0.03 0.01 0.0233
H -4.616 -1.347 -5.161 -0.05 -0.05 0.03 0.0411
H -5.078 -1.239 -3.462 0.01 -0.01 -0.01 0.0146
H -1.165 -2.273 -5.042 0.02 0.01 0.00 0.0311
H -0.561 -0.611 -5.205 0.00 0.02 0.02 0.0022
H -1.969 -1.124 -6.116 0.03 -0.04 0.00 0.0399
H -4.003 1.405 -3.753 0.02 0.04 0.02 0.0299
H -2.718 1.510 -4.960 -0.05 0.03 0.00 0.0366
H -2.345 1.755 -3.255 -0.01 -0.04 0.01 -0.0070
F 1.818 2.382 0.008 0.17 0.10 0.35 -0.2536
P 2.953 2.510 -1.274 -0.06 -0.16 0.21 0.2122
F 3.886 2.492 -2.541 -0.05 0.01 -0.09 -0.0830
F 2.223 3.828 -1.736 -0.06 -0.01 0.01 -0.0917
F 3.950 3.302 -0.335 -0.08 0.03 -0.02 -0.0943
F 3.559 1.106 -0.768 -0.01 0.09 -0.10 -0.1443
F 1.764 1.587 -2.066 0.02 -0.04 -0.30 -0.2419
N 4.232 -2.802 -4.754 -0.01 -0.02 -0.03 0.1471
C 3.421 -2.282 -3.804 0.05 -0.01 -0.07 -0.2964
C 3.811 -2.220 -2.458 -0.04 0.04 0.04 0.0119
C 2.956 -1.674 -1.535 0.00 -0.07 -0.03 -0.1452
N 1.729 -1.218 -1.836 -0.04 0.07 0.06 -0.0697
C 1.360 -1.285 -3.122 0.00 -0.08 -0.08 -0.1743
C 2.146 -1.792 -4.126 -0.05 0.02 0.10 0.0066
H 5.187 -3.031 -4.545 0.00 0.00 0.05 0.1103
H 3.989 -2.722 -5.724 -0.02 0.00 -0.01 0.1099
H 4.785 -2.572 -2.147 0.00 0.00 -0.01 0.1189
H 3.255 -1.574 -0.500 0.00 -0.01 0.00 0.0864
H 0.369 -0.913 -3.350 -0.01 0.00 -0.02 0.0508
H 1.777 -1.809 -5.144 0.02 -0.01 0.00 0.1159
```
Forces are in eV/Å.

relative energy (zero: lowest compared OMol25 entry of this formula, charge and spin): 44.0 kcal per mole
2S+1: 2
expectation value of S²: 0.753
total charge: +1
E_tot: -7348.47029 hartree
largest force on an atom: 0.019 hartree/bohr